{
  "formula": "C21H49N4O5S2",
  "method": "wB97M-V/def2-TZVPD",
  "species": ["C", "O", "C", "C", "C", "C", "C", "C", "S", "O", "O", "N", "S", "O", "O", "C", "C", "N", "H", "H", "H", "H", "H", "H", "H", "H", "H", "H", "H", "H", "H", "H", "H", "H", "H", "H", "H", "C", "C", "N", "C", "C", "C", "C", "H", "H", "H", "H", "H", "H", "H", "H", "H", "H", "H", "H", "H", "H", "H", "C", "C", "N", "C", "C", "C", "C", "H", "H", "H", "H", "H", "H", "H", "H", "H", "H", "H", "H", "H", "H", "H"],
  "positions_angstrom": [[-6.01545, -1.39428, -3.96688], [-4.75997, -1.13181, -4.72357], [-4.39520, 0.29270, -4.67466], [-3.75664, 0.78261, -3.24410], [-2.58810, -0.26849, -2.67459], [-1.09246, 0.40179, -2.71242], [-0.12714, -0.14173, -3.93483], [0.11784, -1.77433, -3.83255], [-0.96123, -2.79453, -4.97238], [0.00024, -3.56914, -5.94657], [-1.78846, -1.83406, -5.90957], [-2.13089, -3.81585, -4.17457], [-1.53466, -4.46457, -2.66721], [-1.87769, -3.38721, -1.56549], [-0.00843, -4.82529, -2.68825], [-2.62287, -5.96642, -2.20931], [-2.93457, -6.05301, -0.60155], [-3.72130, -5.16976, 0.12090], [-6.02226, -0.92785, -2.89204], [-6.94696, -1.05243, -4.60990], [-6.08913, -2.57335, -3.87284], [-5.37494, 0.90682, -4.88778], [-3.60786, 0.51860, -5.53958], [-4.64589, 0.78908, -2.46081], [-3.35482, 1.90451, -3.26122], [-2.85840, -0.40800, -1.52016], [-2.67021, -1.33492, -3.14994], [-1.13766, 1.58365, -2.81022], [-0.55123, 0.06840, -1.70415], [-0.45006, 0.21976, -4.99997], [0.94353, 0.34777, -3.73579], [1.24632, -1.95972, -4.16470], [0.05845, -2.05355, -2.69792], [-2.11095, -6.93684, -2.63287], [-3.65528, -5.83267, -2.76538], [-2.47225, -6.95148, 0.02296], [-4.05452, -4.46443, -0.57533], [1.92695, 0.67825, 0.54354], [2.83801, 1.68775, -0.14905], [2.14140, 2.61280, -1.04678], [3.05330, 3.39987, -1.88490], [3.98381, 4.38330, -1.18164], [1.03040, 3.36907, -0.46261], [1.33801, 4.26224, 0.73406], [1.36152, 0.08871, -0.18728], [2.52799, -0.01396, 1.14148], [1.21933, 1.16291, 1.22404], [3.56361, 1.10915, -0.73285], [3.41013, 2.22369, 0.61686], [2.47408, 3.94287, -2.64175], [3.67338, 2.69989, -2.45870], [3.45432, 5.28389, -0.86393], [4.76467, 4.70896, -1.87829], [4.48444, 3.94521, -0.31547], [0.24804, 2.65943, -0.16725], [0.55335, 3.97774, -1.24193], [2.00049, 3.78249, 1.46014], [0.40839, 4.50684, 1.25702], [1.78617, 5.20814, 0.42749], [2.41425, -0.04761, 8.17800], [1.41675, 0.17169, 7.04411], [1.86622, 1.11772, 6.01946], [0.80351, 1.50219, 5.08336], [0.22814, 0.41160, 4.18496], [3.16329, 0.83332, 5.39959], [3.32550, -0.50456, 4.68673], [2.66830, 0.89820, 8.67021], [1.97913, -0.71238, 8.93079], [3.33843, -0.51793, 7.82674], [0.49852, 0.55794, 7.50212], [1.16310, -0.80212, 6.60991], [1.15536, 2.32823, 4.45325], [-0.02182, 1.92938, 5.66651], [0.90314, 0.16838, 3.36181], [-0.70381, 0.76685, 3.73065], [-0.00618, -0.50496, 4.73068], [3.93786, 0.90469, 6.17282], [3.41688, 1.63850, 4.69761], [2.89042, -1.33721, 5.24677], [4.38976, -0.72357, 4.55673], [2.88255, -0.48760, 3.69021]],
  "forces_ev_per_angstrom": [[0.07, -0.92, -0.52], [-1.25, 1.55, 1.55], [0.30, 0.99, -0.33], [-0.46, -0.79, 0.48], [-0.64, 1.01, 1.14], [0.41, -0.81, -0.42], [0.60, 0.26, 0.60], [1.77, 1.65, 0.94], [-0.47, -0.66, -6.20], [-2.49, 1.94, 4.01], [2.11, -2.52, 4.01], [2.40, -0.09, 1.56], [2.68, 4.23, 1.37], [0.88, -3.70, -3.08], [-5.06, 0.46, 0.11], [-1.12, -0.85, -0.05], [-1.84, 2.25, 2.15], [3.18, -3.72, -4.18], [0.03, -0.77, -2.09], [1.77, -0.39, 1.38], [0.27, 2.52, -0.14], [1.79, -0.88, 0.33], [-1.76, -0.90, 1.84], [1.80, 0.00, -1.51], [-0.82, -2.45, -0.30], [0.66, 0.17, -2.48], [0.23, 2.19, 0.69], [0.02, -2.45, 0.48], [-1.06, 1.00, -2.13], [0.33, -0.97, 2.08], [-2.19, -1.06, -0.41], [-2.71, 0.00, 0.43], [-0.28, 0.11, -2.30], [-0.88, 2.04, 0.98], [2.18, -0.04, 1.03], [-0.89, 2.02, -1.57], [0.45, -0.35, 0.62], [-0.18, 0.08, -0.06], [-0.24, 0.00, -0.06], [0.06, 0.19, -0.28], [-0.10, -0.38, -0.04], [0.20, 0.37, -0.07], [-0.15, -0.43, -0.05], [-0.07, 0.29, 0.24], [0.06, 0.15, 0.12], [-0.01, 0.08, -0.08], [0.04, -0.06, -0.10], [-0.05, 0.28, -0.13], [0.14, 0.02, 0.16], [-0.12, -0.10, 0.19], [-0.12, -0.09, 0.16], [0.07, -0.10, 0.08], [-0.06, -0.05, 0.06], [-0.07, 0.00, -0.04], [0.21, -0.06, -0.05], [0.28, -0.15, -0.06], [-0.03, 0.00, -0.08], [0.05, -0.02, -0.02], [0.08, -0.06, 0.10], [0.16, 0.06, -0.06], [0.20, 0.09, -0.08], [-0.06, 0.31, -0.09], [-0.05, 0.07, 0.26], [-0.14, -0.03, -0.35], [0.08, 0.08, 0.35], [0.16, -0.22, -0.25], [-0.01, -0.12, -0.14], [0.01, 0.07, -0.11], [-0.09, 0.08, 0.06], [0.02, 0.09, -0.30], [-0.07, -0.16, 0.03], [0.18, -0.12, 0.12], [0.15, -0.09, 0.13], [-0.08, -0.09, 0.13], [0.10, -0.05, 0.06], [0.04, 0.06, -0.02], [-0.20, -0.03, 0.05], [-0.31, -0.02, 0.11], [0.01, 0.10, -0.03], [-0.06, 0.01, 0.01], [-0.04, -0.11, 0.10]],
  "lowdin_charge": [-0.12, -0.26, -0.23, -0.18, -0.18, -0.21, -0.22, -0.26, 0.67, -0.46, -0.44, -0.37, 0.67, -0.47, -0.45, -0.23, -0.22, 0.04, 0.09, 0.09, 0.10, 0.11, 0.14, 0.09, 0.11, 0.11, 0.09, 0.10, 0.10, 0.11, 0.11, 0.12, 0.09, 0.11, 0.11, 0.11, 0.03, -0.08, -0.26, -0.18, -0.25, -0.10, -0.25, -0.09, 0.07, 0.07, 0.05, 0.12, 0.09, 0.11, 0.11, 0.05, 0.07, 0.07, 0.10, 0.11, 0.06, 0.07, 0.05, -0.10, -0.27, -0.19, -0.25, -0.09, -0.25, -0.09, 0.08, 0.07, 0.06, 0.12, 0.10, 0.11, 0.11, 0.04, 0.08, 0.07, 0.10, 0.11, 0.07, 0.07, 0.05],
  "total_charge": -1,
  "fmax_ev_per_a": 6.4,
  "homo_lumo_gap_ha": 0.2823,
  "de_lowest_ev": 6.569,
  "energy_ha": -2220.8637,
  "homo_ev": -5.45
}